Molecular formula: C45H28N5ReSe
Method: DFT, ωB97M-V/def2-TZVPD

Properties
Lowest unoccupied orbital energy (alpha / beta) in eV: -4.4 / -4.9
Spin multiplicity: 4
HOMO-LUMO gap (alpha / beta) in hartree: 0.2062 / 0.1876
Net charge: +1
Total energy in eV: -122041.6900
<S²>: 3.809

XYZ file:
```
80
C45H28N5ReSe (ωB97M-V/def2-TZVPD)
Re -0.54 0.08 0.01
C -6.76 -3.84 -2.08
C -6.68 -2.53 -2.54
C -5.58 -1.75 -2.22
C -4.55 -2.27 -1.45
C -4.63 -3.58 -1.00
C -5.73 -4.36 -1.31
C -3.35 -1.44 -1.12
C -3.52 -0.30 -0.33
C -4.77 0.24 0.12
C -4.51 1.44 0.69
C -3.10 1.65 0.64
N -2.51 0.56 0.03
C -2.41 2.74 1.19
C -1.02 2.81 1.34
C -0.28 3.87 1.91
C 1.00 3.45 2.06
C 1.09 2.12 1.55
C 2.27 1.35 1.41
C 3.29 1.35 2.50
C 3.03 1.95 3.74
C 3.96 1.92 4.77
C 5.16 1.26 4.61
C 5.40 0.56 3.43
C 4.47 0.59 2.40
C 2.46 0.60 0.24
N 1.43 0.07 -0.52
C 1.98 -0.55 -1.62
C 1.31 -1.39 -2.52
C 2.11 -1.99 -3.62
C 2.57 -1.21 -4.67
C 3.32 -1.78 -5.69
C 3.62 -3.13 -5.66
C 3.17 -3.92 -4.61
C 2.42 -3.35 -3.59
C -0.03 -1.73 -2.43
C -0.74 -2.65 -3.26
C -2.02 -2.73 -2.81
C -2.15 -1.82 -1.71
N -0.92 -1.24 -1.48
C 3.39 -0.31 -1.61
C 3.68 0.38 -0.48
N -0.14 1.78 1.04
C -3.22 3.88 1.70
C -3.18 4.21 3.05
C -3.94 5.27 3.53
C -4.74 6.00 2.66
C -4.78 5.67 1.32
C -4.03 4.61 0.84
H -7.62 -4.44 -2.33
H -7.47 -2.12 -3.15
H -5.51 -0.73 -2.60
H -3.83 -3.99 -0.39
H -5.79 -5.38 -0.95
H -5.73 -0.24 0.02
H -5.22 2.12 1.14
H -0.68 4.84 2.16
H 1.83 4.04 2.42
H 2.07 2.38 3.95
H 3.72 2.40 5.71
H 5.88 1.23 5.41
H 6.30 -0.03 3.32
H 4.66 -0.03 1.55
H 2.34 -0.15 -4.69
H 3.67 -1.16 -6.50
H 4.21 -3.57 -6.45
H 3.41 -4.97 -4.58
H 2.07 -3.96 -2.77
H -0.31 -3.17 -4.11
H -2.82 -3.32 -3.22
H 4.07 -0.62 -2.39
H 4.65 0.76 -0.20
H -2.57 3.63 3.73
H -3.91 5.52 4.58
H -5.33 6.82 3.04
H -5.40 6.23 0.63
H -4.06 4.35 -0.21
Se -0.59 -1.69 1.73
C -0.28 -0.55 3.15
N -0.07 0.18 4.02
```